Record 1
Entry from OMol25: a molecular structure, C4H2Br3O2 (the ωB97M-V functional and the def2-TZVPD basis).

Each line ends with the Mulliken charge.
Cartesian coordinates (Å):
C -1.611 1.139 -1.270  -0.756
C -2.072 0.598 -0.179  0.729
C 1.288 -0.393 1.254  0.669
C 1.375 -1.274 0.266  -0.201
O 1.200 -0.549 2.439  -0.625
O -2.417 -0.052 0.712  -0.360
Br 1.564 1.658 0.637  -0.442
Br 1.505 -0.884 -1.533  -0.174
Br 1.587 -3.143 0.668  -0.217
H -1.729 2.213 -1.319  0.230
H -0.690 0.688 -1.674  0.147

Forces on the atoms, in the same order (eV/Å):
0.61 0.90 -0.33
0.51 -1.38 0.16
0.33 0.42 1.64
0.13 -1.21 -1.36
-0.17 0.51 0.55
-0.52 0.32 0.33
-0.16 -0.25 0.09
0.17 0.02 -1.03
-0.19 0.50 0.09
-0.07 0.01 -0.33
-0.64 0.15 0.18

Output
- E: -218402.9252 eV
- Charge: -1
- LUMO level: 3.13 eV

=====

Record 2
Entry from OMol25: a single C4H2BrN3O3 molecule (the ωB97M-V functional and the def2-TZVPD basis).

Each line ends with the Mulliken charge.
Cartesian coordinates (Å):
C 0.831 2.033 -0.794  -0.179
C 0.406 0.700 -0.345  0.480
C -0.809 0.223 0.359  0.080
C -0.552 -1.579 0.670  -0.009
N 1.956 1.825 -1.408  -0.292
N 1.333 -0.195 -0.773  -0.201
N -1.877 -1.889 1.066  -0.056
O -1.739 0.834 0.782  -0.452
O -2.637 -2.437 0.273  -0.334
O 2.205 0.509 -1.490  -0.052
Br 0.345 -1.185 2.378  -0.090
H 0.507 2.988 -0.541  0.448
H 0.032 -1.826 -0.178  0.657

Forces on the atoms, in the same order (eV/Å):
1.06 -3.98 0.59
1.57 -0.25 -1.13
-0.09 -1.93 0.89
-1.00 4.60 1.16
0.07 1.42 -1.00
-2.52 1.74 0.25
-2.28 -1.51 -0.81
1.02 -0.34 -0.86
1.95 0.86 0.81
0.05 0.16 0.96
0.44 -0.78 -0.52
-0.68 1.30 0.12
0.40 -1.30 -0.47

Output
- E: -84828.5832 eV
- Charge: 0
- LUMO level (spin up / spin down): -1.10 / -1.10 eV

=====

Record 3
Entry from OMol25: a single C4H2Cl2F3I molecule (the ωB97M-V functional and the def2-TZVPD basis).

Each line ends with the Mulliken charge.
Cartesian coordinates (Å):
C -1.173 -0.017 0.028  -1.269
C 0.003 1.114 0.122  1.222
C 1.190 0.182 0.320  -0.501
C -0.367 -1.211 -0.292  0.684
F -0.199 1.905 1.150  -0.290
F 0.061 1.895 -0.988  -0.270
F 1.563 -0.046 1.541  -0.236
Cl 0.142 -1.485 -1.945  -0.153
Cl -0.500 -2.605 0.646  -0.143
I 2.817 0.378 -0.933  0.202
H -1.617 -0.214 1.027  0.365
H -1.919 0.105 -0.676  0.390

Forces on the atoms, in the same order (eV/Å):
1.67 0.86 1.69
-2.80 -1.69 -0.76
-1.51 -2.34 -2.44
4.42 1.72 -0.19
0.01 1.14 1.26
0.24 -0.52 0.26
-0.04 0.03 1.80
-0.84 -0.15 0.17
-0.16 -0.65 0.41
0.42 0.10 -0.30
0.28 0.61 -0.51
-1.69 0.88 -1.39

Output
- E: -45475.6142 eV
- Charge: 0
- LUMO level: -0.08 eV

=====

Record 4
Entry from OMol25: a gas-phase ion, C4H2Cl2N3 (charge +1) (the ωB97M-V functional and the def2-TZVPD basis).

Each line ends with the Mulliken charge.
Cartesian coordinates (Å):
C 1.787 0.635 -0.443  0.602
C -0.410 -0.379 0.352  0.270
C 0.907 -1.121 0.370  0.556
C -0.365 1.088 -0.338  0.023
N 1.989 -0.507 -0.076  -0.319
N 1.009 1.503 -0.807  -0.304
N -1.434 -1.048 0.769  -0.467
Cl 0.972 -2.602 0.897  0.034
Cl -1.330 1.041 -1.789  -0.060
H -0.780 2.023 0.148  0.373
H -2.346 -0.634 0.917  0.291

Forces on the atoms, in the same order (eV/Å):
-4.41 3.75 -1.82
-2.24 0.40 0.23
0.07 2.17 -1.03
-1.01 0.60 0.34
1.49 -2.86 1.35
2.91 -0.89 0.89
2.85 1.02 -0.17
0.14 -2.68 0.92
-0.40 -0.46 -0.56
0.68 -1.64 0.48
-0.08 0.59 -0.62

Output
- E: -33683.5360 eV
- Charge: +1
- LUMO level: -6.97 eV

=====

Record 5
Entry from OMol25: a single C4H2ClF2N molecule (the ωB97M-V functional and the def2-TZVPD basis).

Each line ends with the Mulliken charge.
Cartesian coordinates (Å):
C -0.576 -0.574 -0.588  -0.035
C 0.795 -0.203 -0.549  -0.067
C -0.062 0.046 0.649  0.574
C -0.409 1.445 0.747  0.016
H -1.423 -0.019 -1.076  0.344
H 1.003 0.653 -1.292  0.303
N -0.910 2.445 1.035  -0.388
F -0.827 -1.903 -0.356  -0.276
F 0.508 -0.612 1.679  -0.300
Cl 1.901 -1.277 -0.248  -0.172

Forces on the atoms, in the same order (eV/Å):
-3.82 -2.47 0.97
-1.19 5.56 -4.29
1.43 2.75 -0.01
-1.13 0.06 2.24
1.21 -0.77 0.13
0.18 -1.26 1.54
0.60 -0.18 -0.64
-0.41 0.01 -0.84
-1.80 0.39 1.05
4.92 -4.10 -0.16

Output
- E: -23624.2315 eV
- Charge: 0
- LUMO level: 0.31 eV

=====

Record 6
Entry from OMol25: a molecular structure, C4H2ClFO (the ωB97M-V functional and the def2-TZVPD basis).

Each line ends with the Mulliken charge.
Cartesian coordinates (Å):
C -0.250 -0.297 0.975  -0.472
C 0.030 1.000 0.939  0.033
C 0.082 0.676 -1.041  0.239
C -0.229 -0.687 -0.482  0.191
O 0.516 1.226 -1.970  -0.347
F 0.118 2.073 1.677  -0.200
Cl 1.210 -1.779 -0.961  -0.197
H -0.336 -0.868 1.822  0.466
H -1.141 -1.345 -0.958  0.287

Forces on the atoms, in the same order (eV/Å):
0.42 1.40 -1.30
-0.21 0.77 -5.17
0.80 1.80 3.54
-1.40 -3.28 -0.94
-0.65 -0.53 -0.06
-0.04 -0.85 0.67
-0.50 0.37 0.32
-0.41 -1.77 1.62
2.00 2.09 1.31

Output
- E: -21464.0049 eV
- Charge: 0
- LUMO level: 0.11 eV

=====

Result set for ΔE to the lowest compared entry with this formula, charge and spin: 0.0 18.2 26.1 0.0 44.0 39.5 kcal per mole, one per record in the order listed.
Result set for strongest force on any atom: 1.829 4.851 4.750 6.063 7.127 5.232 eV Å⁻¹, one per record in the order listed.